(w)
DFT (the ωB97M-V functional and the def2-TZVPD basis) results for a cluster of 2 separate species, C2H7O2PS in total.

```
13
Properties=species:S:1:pos:R:3
C 1.5231 -1.0827 -0.3531
C 2.3366 0.1273 -0.2214
O -1.8964 1.0800 -0.1713
O 0.5507 2.3527 0.2225
P -2.1120 -0.5143 -0.5402
S 2.2066 1.7243 0.0675
H 0.5681 -0.8338 0.0933
H 1.5471 -1.2693 -1.3536
H 2.0302 -1.8447 0.1566
H -3.3690 -0.3318 -1.1999
H -1.1248 1.5912 -0.3853
H 0.6755 2.9294 0.9275
H -2.6653 -1.0935 0.6571
```

The HOMO energy comes out at -8.764 eV. Its charge is 0. The value obtained for the gap between HOMO and LUMO is 8.82 eV.

natural (NBO) atomic charges, in units of e:
1 C -0.72
2 C -0.23
3 O -1.02
4 O -0.94
5 P 0.61
6 S 0.70
7 H 0.23
8 H 0.26
9 H 0.24
10 H -0.06
11 H 0.53
12 H 0.47
13 H -0.07

***

(x)
DFT (the ωB97M-V functional and the def2-TZVPD basis) results for a structure of composition C2H7O2PS.

```
13
Properties=species:S:1:pos:R:3
C 0.5946 -0.0833 2.0625
C -0.1990 -0.0447 -2.0721
O 0.2899 1.2148 1.5153
O -0.1790 0.2105 -0.6555
P -0.6941 1.4609 0.2629
S -0.7695 3.1295 -0.6615
H 1.0543 -0.7951 1.3621
H -0.3800 -0.4710 2.3772
H 1.3204 0.2661 2.8894
H 0.7004 -0.7781 -2.3164
H 0.0101 0.9308 -2.4932
H -1.1735 -0.3112 -2.4671
H -2.3311 0.8875 0.8417
```

The HOMO energy comes out at -9.260 eV. Its charge is 0. The value obtained for the gap between HOMO and LUMO is 9.91 eV.

natural (NBO) atomic charges, in units of e:
1 C -0.25
2 C -0.25
3 O -0.83
4 O -0.87
5 P 1.60
6 S -0.53
7 H 0.20
8 H 0.19
9 H 0.21
10 H 0.20
11 H 0.20
12 H 0.19
13 H -0.08

***

Order from most stable to least stable according to the calculation: (x), (w)

***

(w)
DFT (the ωB97M-V functional and the def2-TZVPD basis) results for the ion C3H9N2OS with charge +1.

```
16
Properties=species:S:1:pos:R:3
C -1.4658 0.9323 -1.0466
N -0.8918 0.0072 -0.4447
C -1.5191 -1.2435 0.0944
S 1.1706 -0.0749 -0.2326
C 1.3775 0.3878 1.5446
N 1.4741 1.0995 -1.1024
O 1.4889 -1.4411 -0.4583
H -0.8551 1.7992 -1.2669
H -2.4829 0.6586 -1.4556
H -0.9557 -2.0391 -0.2232
H -2.5388 -1.5207 -0.3922
H -1.4413 -0.9581 1.0797
H 2.3466 0.6252 1.6883
H 0.6524 1.1645 1.7471
H 1.3680 -0.4825 2.1145
H 2.2723 1.0857 -1.6461
```

The HOMO energy comes out at -15.047 eV. Its charge is +1. The value obtained for the gap between HOMO and LUMO is 10.39 eV. The SMILES is C=[N+](C)[S@](C)(=N)=O.

natural (NBO) atomic charges, in units of e:
1 C 0.07
2 N -0.41
3 C -0.43
4 S 2.06
5 C -0.78
6 N -1.10
7 O -0.82
8 H 0.25
9 H 0.23
10 H 0.24
11 H 0.25
12 H 0.23
13 H 0.27
14 H 0.26
15 H 0.26
16 H 0.43

***

(x)
DFT (the ωB97M-V functional and the def2-TZVPD basis) results for the ion C3H9N2OS with charge +1.

```
16
Properties=species:S:1:pos:R:3
C 0.9034 -1.1232 1.2516
N 0.6779 -0.7124 -0.1588
C -0.5756 0.3867 -0.4240
S -1.7294 -0.4984 -1.5631
C 0.3100 1.5735 -0.9839
N -0.3487 2.7195 -0.9842
O 1.4130 1.3665 -1.3762
H 1.4620 -0.3079 1.9004
H -0.1922 -1.3868 1.5379
H 1.4790 -2.0490 1.3327
H 0.4904 -1.5652 -0.7620
H 1.4758 -0.1469 -0.6841
H -1.1535 0.8210 0.4754
H -2.9718 -0.3701 -1.0125
H -1.3338 2.8088 -0.5915
H -0.0365 3.5603 -1.4924
```

The HOMO energy comes out at -14.065 eV. Its charge is +1. The value obtained for the gap between HOMO and LUMO is 10.90 eV. The SMILES is C[NH2+][C@H](S)C(N)=O.

natural (NBO) atomic charges, in units of e:
1 C -0.44
2 N -0.58
3 C -0.27
4 S 0.03
5 C 0.65
6 N -0.78
7 O -0.58
8 H 0.26
9 H 0.23
10 H 0.25
11 H 0.44
12 H 0.48
13 H 0.27
14 H 0.18
15 H 0.42
16 H 0.44

***

(y)
DFT (the ωB97M-V functional and the def2-TZVPD basis) results for a cluster of 2 separate species, C3H9N2OS in total.

```
16
Properties=species:S:1:pos:R:3
C 0.4854 -1.1440 -0.8622
C 0.9794 0.3983 -1.2287
C 0.1557 0.6976 0.0523
N 2.3979 0.4255 -1.2173
N -0.3284 -0.4975 0.1793
O -2.2822 1.0508 1.8221
S -2.2457 -0.5318 2.4383
H -0.0151 -1.7334 -1.6562
H 1.3723 -1.6789 -0.6065
H 0.5686 0.6297 -2.2964
H 0.0929 1.6173 0.6022
H 2.7739 0.8575 -2.0140
H 2.8402 0.4584 -0.3458
H -3.1261 -1.2034 1.5602
H -0.9842 -0.8081 0.9882
H -2.6846 1.4618 2.5845
```

The HOMO energy comes out at -13.331 eV. Its charge is +1. The value obtained for the gap between HOMO and LUMO is 8.86 eV.

natural (NBO) atomic charges, in units of e:
1 C -0.24
2 C -0.09
3 C 0.26
4 N -0.83
5 N -0.42
6 O -0.82
7 S 0.33
8 H 0.23
9 H 0.24
10 H 0.27
11 H 0.25
12 H 0.40
13 H 0.39
14 H 0.14
15 H 0.40
16 H 0.50

***

(z)
DFT (the ωB97M-V functional and the def2-TZVPD basis) results for the ion C3H9N2OS with charge +1.

```
16
Properties=species:S:1:pos:R:3
C -1.2897 -0.1027 2.1246
S -0.8399 -1.0742 0.6679
C 0.3795 0.1853 0.1314
N 1.7047 -0.1532 0.3775
C 0.2732 0.1127 -1.5807
N -0.8431 0.2318 -2.2285
O 1.3878 -0.0819 -2.1784
H -1.8912 -0.6235 2.7521
H -1.9101 0.6604 1.8805
H -0.4107 0.4454 2.6675
H 0.0185 1.1394 0.2990
H 1.9785 -0.0900 1.3378
H 1.8655 -1.1480 0.1448
H -1.6788 0.5935 -1.8327
H -0.9081 -0.0334 -3.1889
H 2.1640 -0.0614 -1.3740
```

The HOMO energy comes out at -13.203 eV. Its charge is +1. The value obtained for the gap between HOMO and LUMO is 9.61 eV. The SMILES is CS[C@@H](N)C(=[NH2+])O.

natural (NBO) atomic charges, in units of e:
1 C -0.73
2 S 0.21
3 C -0.20
4 N -0.85
5 C 0.70
6 N -0.71
7 O -0.59
8 H 0.25
9 H 0.21
10 H 0.22
11 H 0.24
12 H 0.42
13 H 0.40
14 H 0.44
15 H 0.44
16 H 0.55

***

Order from most stable to least stable according to the calculation: (x), (z), (y), (w)

***

(w)
DFT (the ωB97M-V functional and the def2-TZVPD basis) results for an isolated molecule of C2H6NP.

```
10
Properties=species:S:1:pos:R:3
C 1.7047 -0.5961 -0.3240
N 0.6613 -0.9336 0.3098
C -0.4298 0.1877 0.6236
P -1.9729 -0.3877 -0.2185
H 2.3928 -1.2685 -0.7633
H 2.1521 0.4759 -0.2438
H -0.2540 1.1176 0.1685
H -0.6390 0.3376 1.6245
H -2.3177 0.8945 0.1570
H -1.2976 0.1726 -1.3338
```

The HOMO energy comes out at -9.547 eV. Its charge is 0. The value obtained for the gap between HOMO and LUMO is 10.57 eV. The SMILES is C=NCP.

natural (NBO) atomic charges, in units of e:
1 C -0.06
2 N -0.41
3 C -0.49
4 P 0.34
5 H 0.17
6 H 0.13
7 H 0.19
8 H 0.20
9 H -0.04
10 H -0.03

***

(x)
DFT (the ωB97M-V functional and the def2-TZVPD basis) results for an isolated molecule of C2H6NP.

```
10
Properties=species:S:1:pos:R:3
P 1.8256 -0.0258 -0.0019
N 0.2837 -0.1283 -0.5341
C -0.6451 -0.8539 0.1818
C -1.0672 0.3900 -0.4133
H 1.6252 0.5275 1.2965
H 2.2891 1.1504 -0.6652
H -0.5180 -1.0652 1.3032
H -0.9112 -1.7589 -0.3386
H -1.7382 0.5598 -1.2503
H -1.1439 1.2044 0.4219
```

The HOMO energy comes out at -8.533 eV. Its charge is 0. The value obtained for the gap between HOMO and LUMO is 9.71 eV. The SMILES is PN1CC1.

natural (NBO) atomic charges, in units of e:
1 P 0.58
2 N -0.75
3 C -0.23
4 C -0.23
5 H -0.10
6 H -0.05
7 H 0.19
8 H 0.19
9 H 0.22
10 H 0.18

***

(y)
DFT (the ωB97M-V functional and the def2-TZVPD basis) results for a cluster of 2 separate species, C2H6NP in total.

```
10
Properties=species:S:1:pos:R:3
C -0.8013 -0.2036 1.0950
C 0.2526 0.7150 0.9402
N -0.6999 0.5689 -0.0892
P 0.0710 -0.7407 -2.6807
H -0.7361 -1.2787 1.0928
H -1.5291 0.2281 1.7872
H 0.3350 1.5079 1.6594
H 1.2367 0.4926 0.6949
H 1.2033 -1.6518 -2.4633
H 0.6679 0.3622 -2.0364
```

The HOMO energy (alpha / beta) comes out at -9.882 / -8.505 eV. Its charge is 0. The value obtained for the gap between HOMO and LUMO (alpha / beta) is 9.02 / 7.99 eV.

natural (NBO) atomic charges, in units of e:
1 C -0.33
2 C -0.34
3 N -0.19
4 P 0.12
5 H 0.21
6 H 0.21
7 H 0.21
8 H 0.21
9 H -0.06
10 H -0.04

***

Order from most stable to least stable according to the calculation: (x), (w), (y)

***

(w)
DFT (the ωB97M-V functional and the def2-TZVPD basis) results for a cluster of 2 separate species, C14H16 in total.

```
30
Properties=species:S:1:pos:R:3
C -0.4706 -3.0141 -4.1103
C 0.2910 -2.8096 -2.8387
C -0.3418 -2.1864 -1.7561
C 0.3400 -1.7089 -0.6550
C 1.7196 -1.9545 -0.6200
C 2.3209 -2.7139 -1.5872
C 1.6045 -3.2076 -2.6878
H -0.5033 -4.0537 -4.4280
H 0.0846 -2.5124 -4.9034
H -1.4832 -2.6057 -4.1286
H -1.4080 -2.0035 -1.8623
H -0.0927 -1.1300 0.1348
H 2.2913 -1.5159 0.1867
H 3.3816 -2.9224 -1.5483
H 2.1210 -3.8705 -3.3670
C -2.8690 3.5342 1.6615
C -1.5388 2.9089 1.9520
C -1.2325 1.6902 1.3557
C 0.0161 1.1187 1.5452
C 0.9196 1.7222 2.4105
C 0.6027 2.9226 3.0179
C -0.6244 3.5356 2.7777
H -3.3534 3.1661 0.7625
H -2.7480 4.6087 1.4756
H -3.5908 3.4456 2.4782
H -2.0125 1.1731 0.8176
H 0.2767 0.1933 1.0678
H 1.8015 1.1952 2.7501
H 1.2930 3.3506 3.7294
H -0.8731 4.4871 3.2326
```

The HOMO energy comes out at -8.996 eV. Its charge is 0. The value obtained for the gap between HOMO and LUMO is 9.94 eV. The SMILES is Cc1ccccc1.Cc1ccccc1.

natural (NBO) atomic charges, in units of e:
1 C -0.63
2 C -0.02
3 C -0.20
4 C -0.21
5 C -0.22
6 C -0.21
7 C -0.21
8 H 0.22
9 H 0.22
10 H 0.22
11 H 0.20
12 H 0.20
13 H 0.21
14 H 0.21
15 H 0.21
16 C -0.63
17 C -0.01
18 C -0.22
19 C -0.18
20 C -0.23
21 C -0.20
22 C -0.22
23 H 0.22
24 H 0.22
25 H 0.22
26 H 0.21
27 H 0.20
28 H 0.21
29 H 0.21
30 H 0.21

***

(x)
DFT (the ωB97M-V functional and the def2-TZVPD basis) results for a cluster of 2 separate species, C14H16 in total.

```
30
Properties=species:S:1:pos:R:3
C 1.1260 -1.5726 2.0317
C 1.4075 -0.0982 2.0057
C 1.2098 0.6486 0.8475
C 1.6325 1.9783 0.9038
C 2.2178 2.4319 2.0613
C 2.4916 1.7103 3.1957
C 2.0913 0.3833 3.1465
H 2.1336 -2.0222 1.9648
H 0.6538 -1.8888 1.1054
H 0.3837 -1.8964 2.8220
H 0.6609 0.3033 -0.0216
H 1.4131 2.6926 0.1133
H 2.2514 3.5596 2.0812
H 2.6676 2.1468 4.1558
H 1.9286 -0.3550 3.9599
C -1.9772 1.5804 -1.4242
C -1.7631 0.1744 -1.8643
C -2.0175 -0.7960 -0.8542
C -1.7302 -2.1351 -1.1112
C -1.5257 -2.5437 -2.4356
C -1.3837 -1.5834 -3.4267
C -1.3947 -0.1855 -3.1359
H -1.9605 1.6792 -0.3309
H -2.9937 1.9402 -1.6850
H -1.3892 2.3620 -1.9427
H -2.4670 -0.4792 0.0679
H -1.7341 -2.9708 -0.4365
H -1.3815 -3.5606 -2.7827
H -1.4357 -1.8643 -4.4868
H -1.1970 0.4549 -3.9374
```

The HOMO energy comes out at -8.838 eV. Its charge is 0. The value obtained for the gap between HOMO and LUMO is 9.76 eV. The SMILES is Cc1ccccc1.Cc1ccccc1.

natural (NBO) atomic charges, in units of e:
1 C -0.65
2 C -0.02
3 C -0.22
4 C -0.20
5 C -0.23
6 C -0.21
7 C -0.22
8 H 0.23
9 H 0.22
10 H 0.22
11 H 0.22
12 H 0.21
13 H 0.21
14 H 0.22
15 H 0.21
16 C -0.64
17 C -0.01
18 C -0.22
19 C -0.20
20 C -0.24
21 C -0.18
22 C -0.23
23 H 0.22
24 H 0.22
25 H 0.22
26 H 0.21
27 H 0.22
28 H 0.22
29 H 0.21
30 H 0.21

***

Order from most stable to least stable according to the calculation: (w), (x)